The following is a quantum chemistry calculation of C31H32BrF6IN4O9PRuS2 as an isolated structure in a non-equilibrium geometry, from OMol25.

Positions of all 88 atoms, in Å:
Ru (0.722990, 0.937591, 0.201695)
Br (7.967555, -0.880438, 0.313398)
C (6.154812, -0.448311, -0.011864)
C (5.627604, -0.665234, -1.291593)
C (4.299153, -0.363343, -1.532789)
C (3.497621, 0.156202, -0.526966)
O (2.219796, 0.396880, -0.814479)
C (4.028236, 0.410380, 0.774325)
C (3.295396, 0.949636, 1.823233)
N (1.949540, 1.355920, 1.744518)
C (1.384847, 1.928940, 2.813646)
C (2.038279, 2.415480, 3.962908)
C (1.292585, 2.947932, 5.012693)
C (-0.081605, 3.003567, 4.970342)
C (-0.779140, 2.564432, 3.809276)
C (-2.173224, 2.610571, 3.651167)
C (-2.747315, 2.212158, 2.466531)
C (-1.933058, 1.759476, 1.433542)
N (-0.612466, 1.686181, 1.575934)
C (-0.034739, 2.064586, 2.739416)
C (5.393610, 0.066896, 0.996894)
H (6.254217, -1.070540, -2.072752)
H (3.842323, -0.526117, -2.499995)
H (3.758044, 0.991941, 2.796862)
H (3.112172, 2.373267, 4.046264)
H (1.814348, 3.301907, 5.891113)
H (-0.647390, 3.384810, 5.809719)
H (-2.787527, 2.965035, 4.469553)
H (-3.817205, 2.235102, 2.322036)
H (-2.329220, 1.429971, 0.485343)
H (5.822948, 0.226198, 1.976893)
F (0.117733, -4.155185, 1.288455)
C (-1.020249, -3.553170, 1.599738)
F (-1.499988, -4.063885, 2.726515)
F (-1.904753, -3.776444, 0.628628)
S (-0.783386, -1.699275, 1.769625)
O (0.522210, -1.432423, 1.174026)
O (-1.933621, -1.142642, 1.119419)
N (-0.856906, -1.386359, 3.302866)
S (0.259142, -1.918206, 4.306163)
O (1.130022, -0.873253, 4.762510)
O (0.828469, -3.179333, 3.938225)
C (-0.838339, -2.228733, 5.753720)
F (-1.795896, -3.102160, 5.468073)
F (-1.407779, -1.087010, 6.157522)
F (-0.103212, -2.709556, 6.756438)
I (0.784717, 4.926304, 1.032725)
C (0.393431, 4.275238, -0.923961)
C (-0.365968, 5.097783, -1.739840)
C (-0.527736, 4.715622, -3.063104)
C (0.091581, 3.561309, -3.509860)
C (0.817018, 2.803242, -2.607106)
N (0.947407, 3.139505, -1.318469)
H (-0.801456, 6.006750, -1.352510)
H (-1.121165, 5.324224, -3.733314)
H (0.009420, 3.229875, -4.535152)
H (1.280291, 1.871309, -2.905313)
C (-0.616765, -4.225313, -1.735380)
C (-0.030996, -3.072232, -2.530439)
C (-0.538317, -3.111115, -3.965134)
C (1.488083, -3.091061, -2.462659)
O (-0.504414, -1.871858, -1.833493)
P (-0.456876, -0.427372, -2.484786)
O (0.688331, -0.224694, -3.391542)
O (-0.581391, 0.543963, -1.274483)
O (-1.798309, -0.240661, -3.315539)
C (-3.168504, -0.128376, -2.852930)
C (-3.459197, -1.116724, -1.733727)
C (-3.413629, 1.306743, -2.406831)
C (-4.000820, -0.447178, -4.085120)
H (-0.368838, -5.166299, -2.229109)
H (-1.701834, -4.139612, -1.671258)
H (-0.205820, -4.248152, -0.728419)
H (-0.207328, -4.044342, -4.422928)
H (-0.152847, -2.277513, -4.550362)
H (-1.629069, -3.086067, -3.987371)
H (1.861774, -4.039524, -2.853342)
H (1.812118, -2.987292, -1.425813)
H (1.900582, -2.272545, -3.049219)
H (-2.851457, -0.920990, -0.850472)
H (-3.261953, -2.136920, -2.064442)
H (-4.512124, -1.042287, -1.455839)
H (-2.762940, 1.561581, -1.573800)
H (-4.453864, 1.426669, -2.099127)
H (-3.208011, 1.996793, -3.226599)
H (-3.795275, -1.462012, -4.426281)
H (-3.760821, 0.244119, -4.893066)
H (-5.063663, -0.364347, -3.853397)

Atomic forces in eV per Å
0.53 -0.58 -0.86
0.02 0.00 0.01
0.02 -0.02 -0.07
0.03 0.02 0.07
-0.11 0.03 0.05
0.13 -0.04 0.04
-0.28 0.11 0.13
-0.05 -0.04 -0.11
0.16 0.08 -0.02
-0.12 0.01 0.22
0.11 -0.18 -0.26
0.02 -0.05 0.29
0.12 -0.07 -0.05
-0.13 0.00 0.00
-0.05 -0.03 0.02
0.03 0.04 0.07
0.03 -0.01 -0.08
-0.08 0.00 0.07
-0.09 -0.10 0.11
-0.17 0.03 -0.03
-0.03 0.02 0.02
-0.01 0.00 -0.01
0.02 -0.03 -0.01
-0.04 -0.01 0.00
0.00 0.01 0.00
-0.01 0.01 0.01
0.00 0.00 0.00
-0.01 0.00 -0.01
0.00 0.00 0.00
-0.01 -0.06 -0.02
-0.02 0.00 0.01
0.12 -0.08 0.25
-0.07 0.15 0.09
-0.09 -0.05 -0.09
-0.20 0.06 0.37
0.09 -0.29 0.23
-0.25 0.27 -0.02
0.02 0.22 0.14
0.11 0.11 -0.23
0.08 0.19 0.16
0.02 0.20 -0.09
0.02 -0.02 -0.01
0.01 0.06 0.03
-0.03 -0.05 -0.01
0.00 -0.04 -0.02
0.01 0.00 -0.01
0.00 0.08 -0.02
0.03 0.04 -0.11
0.01 0.01 -0.02
0.01 -0.01 0.02
0.04 0.00 -0.02
0.02 -0.17 0.01
-0.16 0.13 0.34
0.00 0.00 0.00
0.01 0.00 0.00
0.00 -0.01 0.00
-0.04 -0.06 -0.02
0.16 -0.08 -0.16
-0.01 -0.10 0.06
0.01 0.02 0.00
0.01 0.01 -0.04
-0.05 0.05 -0.02
0.01 0.03 -0.17
-0.06 0.14 0.07
0.08 0.06 0.40
0.06 0.06 -0.02
-0.03 -0.08 0.01
0.02 0.07 0.00
-0.02 -0.01 -0.02
-0.01 -0.01 0.01
0.01 -0.01 -0.03
0.07 -0.01 -0.08
0.01 -0.03 -0.49
-0.01 0.00 -0.03
0.01 0.00 0.00
0.00 0.00 0.00
0.00 0.00 0.01
0.00 0.00 0.02
0.02 0.01 0.00
-0.06 -0.04 -0.09
0.00 0.00 0.01
-0.02 0.00 0.00
0.03 0.03 0.00
-0.01 0.01 -0.01
0.00 0.01 0.00
0.00 0.00 0.01
0.00 0.00 -0.01
0.00 0.00 0.00

Output
LUMO level (alpha / beta) = -1.3 / -3.6 eV
relative energy (zero: lowest compared OMol25 entry of this formula, charge and spin) = 115.9 kJ/mol
spin multiplicity = 6
DFT total energy = -185045.21588 eV
charge = 0